{
  "formula": "C66H176O22",
  "method": "ωB97M-V with the def2-TZVPD basis set",
  "symbols": ["C", "C", "C", "O", "H", "H", "H", "H", "H", "H", "H", "H", "C", "C", "C", "O", "H", "H", "H", "H", "H", "H", "H", "H", "C", "C", "C", "O", "H", "H", "H", "H", "H", "H", "H", "H", "C", "C", "C", "O", "H", "H", "H", "H", "H", "H", "H", "H", "C", "C", "C", "O", "H", "H", "H", "H", "H", "H", "H", "H", "C", "C", "C", "O", "H", "H", "H", "H", "H", "H", "H", "H", "C", "C", "C", "O", "H", "H", "H", "H", "H", "H", "H", "H", "C", "C", "C", "O", "H", "H", "H", "H", "H", "H", "H", "H", "C", "C", "C", "O", "H", "H", "H", "H", "H", "H", "H", "H", "C", "C", "C", "O", "H", "H", "H", "H", "H", "H", "H", "H", "C", "C", "C", "O", "H", "H", "H", "H", "H", "H", "H", "H", "C", "C", "C", "O", "H", "H", "H", "H", "H", "H", "H", "H", "C", "C", "C", "O", "H", "H", "H", "H", "H", "H", "H", "H", "C", "C", "C", "O", "H", "H", "H", "H", "H", "H", "H", "H", "C", "C", "C", "O", "H", "H", "H", "H", "H", "H", "H", "H", "C", "C", "C", "O", "H", "H", "H", "H", "H", "H", "H", "H", "C", "C", "C", "O", "H", "H", "H", "H", "H", "H", "H", "H", "C", "C", "C", "O", "H", "H", "H", "H", "H", "H", "H", "H", "C", "C", "C", "O", "H", "H", "H", "H", "H", "H", "H", "H", "C", "C", "C", "O", "H", "H", "H", "H", "H", "H", "H", "H", "C", "C", "C", "O", "H", "H", "H", "H", "H", "H", "H", "H", "C", "C", "C", "O", "H", "H", "H", "H", "H", "H", "H", "H"],
  "coordinates": [[17.1455, 19.8719, 22.1988], [16.3860, 19.0051, 23.2485], [15.7949, 19.7328, 24.4212], [15.3701, 18.3102, 22.6184], [16.5488, 20.6838, 21.7828], [17.4305, 19.2821, 21.3276], [18.0435, 20.3692, 22.5654], [17.0988, 18.2608, 23.6035], [15.0786, 19.1334, 24.9830], [15.3358, 20.6339, 24.0144], [16.5972, 20.0526, 25.0860], [15.6624, 18.1221, 21.7235], [17.8926, 13.5519, 14.7772], [18.6340, 14.3179, 15.8566], [19.9194, 14.8900, 15.3085], [17.7716, 15.3976, 16.0787], [17.7851, 14.1591, 13.8784], [16.8931, 13.1757, 14.9954], [18.4800, 12.6790, 14.4923], [18.7948, 13.7017, 16.7412], [20.6134, 14.0886, 15.0550], [20.5003, 15.3302, 16.1189], [19.9342, 15.5134, 14.4144], [17.6279, 15.7866, 15.2129], [11.6523, 12.7557, 19.8489], [11.1034, 12.5036, 21.2638], [11.1508, 13.7087, 22.2066], [9.8020, 11.9435, 21.2646], [11.3676, 12.0230, 19.0939], [12.7340, 12.7542, 19.9831], [11.4313, 13.7544, 19.4724], [11.6973, 11.7337, 21.7565], [10.9388, 13.3542, 23.2153], [10.4030, 14.4914, 22.0793], [12.1364, 14.1727, 22.1690], [9.8334, 11.1470, 20.7296], [15.5015, 22.2724, 14.2614], [14.8956, 23.2571, 15.2826], [14.2453, 22.5907, 16.4719], [15.9041, 24.0019, 15.9008], [14.8181, 21.5129, 13.8816], [16.2865, 21.6899, 14.7437], [16.0660, 22.7447, 13.4574], [14.2566, 24.0075, 14.8171], [13.7328, 23.2217, 17.1980], [14.9090, 22.0916, 17.1780], [13.4036, 21.9764, 16.1520], [15.5791, 24.6140, 16.5651], [13.3149, 11.1386, 16.5094], [13.4603, 10.3883, 15.1756], [12.6562, 11.0201, 14.0023], [14.8012, 10.6092, 14.8100], [13.6695, 12.1563, 16.3456], [13.8575, 10.6064, 17.2906], [12.2928, 11.2246, 16.8781], [13.3296, 9.3331, 15.4153], [12.5931, 10.5017, 13.0455], [13.0180, 12.0339, 13.8308], [11.6206, 11.1390, 14.3208], [15.3689, 10.4442, 15.5664], [14.9314, 17.4547, 10.0554], [14.2462, 16.6472, 11.1325], [14.5117, 15.1278, 11.0530], [14.6383, 16.9975, 12.3855], [15.9164, 17.0082, 9.9195], [15.0211, 18.5057, 10.3298], [14.3585, 17.3140, 9.1388], [13.1740, 16.8399, 11.0945], [13.9674, 14.5785, 11.8212], [15.4912, 14.8072, 11.4080], [14.3110, 14.8174, 10.0276], [14.0892, 16.5201, 13.0118], [11.5909, 19.3419, 13.8742], [10.8486, 19.2248, 15.1676], [11.7815, 18.9942, 16.3646], [10.1481, 20.3654, 15.3393], [12.5056, 19.9279, 13.9631], [10.9870, 19.7801, 13.0795], [12.0063, 18.4007, 13.5143], [10.1221, 18.4287, 15.0046], [11.3775, 18.5001, 17.2482], [12.2093, 19.9070, 16.7792], [12.5855, 18.3863, 15.9496], [9.5747, 20.2308, 16.0974], [14.3032, 12.0434, 23.6362], [13.6675, 10.6660, 23.9187], [13.9540, 9.7246, 22.7627], [14.2556, 9.9597, 25.0574], [14.0123, 12.8326, 24.3295], [13.9974, 12.3572, 22.6382], [15.3932, 12.0427, 23.6411], [12.5839, 10.7611, 23.9884], [13.7221, 10.2269, 21.8235], [13.2869, 8.8625, 22.7626], [14.9439, 9.2785, 22.6663], [13.9658, 10.4066, 25.8561], [19.3234, 16.6661, 21.4090], [20.0123, 16.1572, 20.1956], [20.2152, 17.1780, 19.1329], [21.3540, 15.7701, 20.6653], [19.8215, 17.5412, 21.8264], [19.0573, 15.8989, 22.1361], [18.3706, 16.9638, 20.9711], [19.4819, 15.2848, 19.8140], [20.5191, 18.1728, 19.4587], [19.2728, 17.3091, 18.6012], [20.9280, 16.8332, 18.3838], [21.2654, 15.0191, 21.2566], [16.1244, 14.4427, 20.6922], [16.7184, 14.1891, 19.2870], [16.1021, 12.9297, 18.6690], [16.4525, 15.2551, 18.4964], [16.4364, 13.6330, 21.3519], [15.0439, 14.5338, 20.5812], [16.4252, 15.3966, 21.1252], [17.7898, 14.0160, 19.3880], [16.8006, 12.4998, 17.9511], [15.1596, 13.0892, 18.1451], [15.8447, 12.1832, 19.4204], [17.0088, 15.2554, 17.7140], [16.5079, 23.8621, 19.5126], [15.3638, 24.8643, 19.3826], [15.3065, 25.8185, 20.6310], [15.5136, 25.6572, 18.2126], [16.4608, 23.3036, 20.4474], [17.5140, 24.2676, 19.4055], [16.3507, 23.0133, 18.8471], [14.4057, 24.3447, 19.3703], [14.5459, 26.5875, 20.4961], [16.2057, 26.4244, 20.7422], [15.1295, 25.2387, 21.5368], [16.3713, 26.0878, 18.1895], [9.9185, 22.9963, 13.0952], [10.9911, 23.6179, 14.0344], [10.7817, 25.1276, 14.2011], [10.8604, 23.0781, 15.3583], [10.0778, 21.9184, 13.0659], [10.0132, 23.4012, 12.0876], [8.8933, 23.1539, 13.4303], [11.9339, 23.3100, 13.5822], [9.8020, 25.2989, 14.6471], [10.7243, 25.6616, 13.2526], [11.5737, 25.5911, 14.7893], [10.7232, 22.1291, 15.3118], [17.2987, 18.8620, 12.7984], [17.5677, 17.9408, 13.9748], [17.0354, 18.4912, 15.3184], [17.0379, 16.6626, 13.6567], [17.8556, 19.7972, 12.7408], [16.2368, 19.0911, 12.8870], [17.4229, 18.4341, 11.8037], [18.6553, 17.9524, 14.0463], [15.9568, 18.5812, 15.1891], [17.3504, 19.5156, 15.5173], [17.0903, 17.8498, 16.1980], [16.2484, 16.8150, 13.1322], [18.7777, 25.1297, 14.5242], [19.0355, 23.5874, 14.4914], [20.5693, 23.1161, 14.3123], [18.5487, 22.9551, 15.6279], [17.7443, 25.4639, 14.4324], [19.3141, 25.6600, 13.7373], [19.1033, 25.5882, 15.4580], [18.5088, 23.1597, 13.6384], [20.8630, 23.2289, 13.2687], [20.6477, 22.0438, 14.4912], [21.1892, 23.7461, 14.9503], [17.6181, 23.1633, 15.7381], [15.9546, 14.1246, 26.4576], [15.5431, 15.1989, 25.4680], [16.2643, 15.2255, 24.1110], [14.1478, 15.0904, 25.2322], [15.7379, 13.1506, 26.0190], [15.4407, 14.1926, 27.4164], [17.0323, 14.0830, 26.6150], [15.5960, 16.2404, 25.7854], [17.1337, 15.8828, 24.1102], [15.6498, 15.5382, 23.2668], [16.4940, 14.2137, 23.7769], [13.7677, 15.8020, 24.7118], [8.5064, 16.2640, 16.9765], [8.5603, 16.0006, 18.4805], [8.1328, 17.1408, 19.4402], [7.8328, 14.7887, 18.7177], [8.6654, 15.3893, 16.3459], [9.0993, 17.1205, 16.6556], [7.4940, 16.5803, 16.7253], [9.6198, 15.8854, 18.7091], [8.7212, 18.0372, 19.2447], [8.2261, 16.7874, 20.4670], [7.1189, 17.5223, 19.3190], [7.9811, 14.4900, 19.6179], [14.3220, 15.0219, 15.6860], [12.8743, 14.8605, 15.2361], [11.9006, 15.1632, 16.4062], [12.6432, 15.5846, 14.0549], [15.0904, 14.7281, 14.9709], [14.5230, 14.5492, 16.6474], [14.4482, 16.0939, 15.8375], [12.8279, 13.8169, 14.9250], [11.9494, 16.2372, 16.5860], [11.9693, 14.6350, 17.3572], [10.9380, 14.9016, 15.9670], [11.7652, 15.3341, 13.7583], [13.4965, 21.5809, 20.8032], [12.1211, 22.1632, 21.0240], [11.0074, 21.3564, 20.2460], [11.7664, 22.1778, 22.4158], [13.4081, 20.4956, 20.7540], [14.1942, 21.7433, 21.6248], [13.9333, 21.8181, 19.8331], [12.1478, 23.2036, 20.6999], [11.1951, 21.2573, 19.1769], [10.0929, 21.9382, 20.3617], [10.7700, 20.3720, 20.6494], [10.8633, 22.4955, 22.3444], [11.5907, 24.6905, 18.1525], [10.1187, 24.4668, 18.5777], [9.1117, 25.4623, 18.0590], [9.7475, 23.2925, 17.9468], [11.7288, 24.8028, 17.0771], [12.2456, 23.8643, 18.4294], [11.9542, 25.6523, 18.5142], [9.9968, 24.3684, 19.6564], [9.4418, 25.7835, 17.0712], [8.9300, 26.2908, 18.7436], [8.1333, 25.0280, 17.8533], [9.9361, 23.4710, 17.0226], [12.0473, 19.3457, 24.0332], [11.8015, 17.9496, 23.4572], [11.5322, 17.9636, 21.9416], [12.9797, 17.2491, 23.6763], [12.8666, 19.8885, 23.5618], [12.2500, 19.2265, 25.0976], [11.1853, 19.9761, 23.8150], [10.9621, 17.4195, 23.9070], [11.6166, 17.0344, 21.3782], [12.2963, 18.5765, 21.4635], [10.5936, 18.4464, 21.6695], [13.7331, 17.7443, 23.3466], [18.4575, 20.7080, 18.1713], [19.9732, 20.6413, 17.8611], [20.3000, 19.7264, 16.6471], [20.4002, 21.9288, 17.4047], [18.1305, 21.5336, 18.8034], [18.1776, 19.7506, 18.6107], [17.8803, 20.9160, 17.2704], [20.5064, 20.3443, 18.7642], [19.7841, 19.9988, 15.7263], [20.0937, 18.6687, 16.8106], [21.3568, 19.7430, 16.3806], [19.7046, 22.2227, 16.8120], [14.8962, 19.1347, 18.3075], [14.7415, 18.2102, 19.5639], [13.7242, 17.0001, 19.4197], [15.9945, 17.6049, 19.9422], [15.6946, 19.8685, 18.4184], [13.9424, 19.5737, 18.0149], [15.1378, 18.4524, 17.4926], [14.4513, 18.8003, 20.4332], [12.7634, 17.3399, 19.0331], [13.6528, 16.3337, 20.2794], [14.1055, 16.3598, 18.6242], [16.2291, 16.9108, 19.3219]],
  "relative_energy_kj_mol": 460.3,
  "e_lumo_ev": 0.1,
  "max_force_ev_per_a": 3.3,
  "total_charge": 0,
  "homo_energy_ha": -0.338
}